[1]
9
Properties=species:S:1:pos:R:3 method="wB97M-V/def2-TZVPD" charge=+1 e_above_lowest_kcal_mol=29.9
C -0.166 -0.541 -1.615
C 0.045 0.064 1.346
O -0.172 1.300 1.300
O 0.854 -0.334 -1.012
H -0.431 -1.124 -2.554
H -1.125 -0.111 -1.347
H 1.006 -0.469 1.454
H -0.728 -0.645 0.969
H 0.717 1.860 1.459

[2]
10
Properties=species:S:1:pos:R:3 method="wB97M-V/def2-TZVPD" charge=0 e_above_lowest_kcal_mol=36.9
C -0.337 -0.872 0.345
C 0.080 0.634 0.248
O 3.363 0.206 0.282
O 1.025 -1.397 0.046
P 1.730 0.008 -0.346
H -0.441 -1.104 1.443
H -1.112 -1.388 -0.322
H -0.376 1.246 -0.543
H 0.016 1.387 1.059
H 1.810 0.112 -1.737

[3]
10
Properties=species:S:1:pos:R:3 method="wB97M-V/def2-TZVPD" charge=-1 e_above_lowest_kcal_mol=14.0
C -0.556 -0.748 1.540
S -1.315 0.847 1.116
H -0.851 -0.909 2.579
H -1.096 -1.546 1.014
H 0.508 -0.715 1.338
O 2.081 0.772 -2.219
C 0.989 0.538 -1.737
O 0.034 1.374 -1.435
H 0.764 -0.517 -1.516
H -0.557 0.903 -0.679

[4]
10
Properties=species:S:1:pos:R:3 method="wB97M-V/def2-TZVPD" charge=-1 e_above_lowest_kcal_mol=1.3
O 0.563 -1.551 1.822
C 0.236 -0.974 0.782
O 0.663 -1.207 -0.465
C -0.861 0.138 0.856
H 0.832 -0.267 -0.964
H -1.476 0.066 -0.046
H -0.306 1.088 0.804
H -1.379 0.019 1.824
S 0.681 1.350 -1.666
H 1.046 1.338 -2.947

[5]
11
Properties=species:S:1:pos:R:3 method="wB97M-V/def2-TZVPD" charge=-1 e_above_lowest_kcal_mol=103.4
C -0.789 0.206 -0.221
C 1.189 -0.456 0.936
O 1.780 0.370 -1.498
O 1.829 2.113 0.370
S 1.660 -1.966 0.317
S 2.265 0.754 0.041
H -0.688 0.285 -1.339
H -0.978 1.133 0.260
H -1.394 -0.533 0.244
H 0.478 -0.310 1.677
H 0.982 -0.213 -1.475

[6]
13
Properties=species:S:1:pos:R:3 method="wB97M-V/def2-TZVPD" spin_multiplicity=3 charge=-2 s_squared=2.01 energy_ha=-1442.6832
C -0.663 1.222 -0.899
C -1.827 1.067 -0.025
O -2.021 -1.304 -1.182
O -3.494 -0.835 0.954
O -1.101 -1.075 1.215
P -2.225 -0.671 0.173
S 2.014 -0.680 1.001
S -2.959 2.301 0.260
H 0.216 0.976 -0.343
H -0.540 2.259 -1.313
H -0.784 0.428 -1.682
H 2.075 -1.394 -0.167
H -0.061 -1.122 0.912

[7]
14
Properties=species:S:1:pos:R:3 method="wB97M-V/def2-TZVPD" charge=0 e_above_lowest_kcal_mol=158.4 smiles="O=CCO[P@@](=O)(O)OO"
O 3.592 0.026 0.875
C 2.362 0.247 0.404
C 1.462 -0.834 -0.470
O 0.370 -0.189 -1.216
P -0.998 0.183 -0.205
O -0.713 0.153 1.349
O -1.492 1.835 -0.624
O -2.333 -0.899 -0.652
O -3.394 -0.617 0.056
H 1.823 1.274 0.661
H 1.138 -1.745 0.193
H 2.211 -1.271 -1.290
H -0.833 2.424 -0.118
H -3.196 -0.588 1.039

[8]
9
Properties=species:S:1:pos:R:3 method="wB97M-V/def2-TZVPD" charge=0 e_above_lowest_kcal_mol=45.6
O -0.769 0.014 1.235
C 0.521 0.410 0.757
C 0.924 0.124 -0.489
P -0.292 -0.605 -1.797
H -0.993 0.557 2.015
H 1.031 0.962 1.554
H 1.982 0.382 -0.697
H -1.827 0.001 -1.611
H -0.579 -1.845 -0.968

[9]
9
Properties=species:S:1:pos:R:3 method="wB97M-V/def2-TZVPD" charge=0 e_above_lowest_kcal_mol=91.6
C 1.247 -0.700 -0.091
C 0.585 0.357 -0.425
O -0.508 0.844 0.399
P -2.235 -0.191 -0.167
H 1.365 -0.920 0.988
H 2.133 -1.061 -0.594
H 0.515 0.847 -1.364
H -0.683 1.708 0.117
H -2.420 -0.884 1.137

[10]
9
Properties=species:S:1:pos:R:3 method="wB97M-V/def2-TZVPD" spin_multiplicity=3 charge=0 e_above_lowest_kcal_mol=8.7 s_squared=2.01
C 0.401 -0.327 -0.339
C 0.391 0.534 -1.560
Si -0.569 0.116 1.174
P -0.438 -0.830 -2.044
H 1.135 -1.105 -0.325
H 0.861 1.525 -1.741
H -0.667 -1.503 1.604
H 0.140 0.087 2.507
H -1.256 1.503 0.725

[11]
16
Properties=species:S:1:pos:R:3 method="wB97M-V/def2-TZVPD" charge=-1 e_above_lowest_kcal_mol=0.0
Au -1.048 1.653 0.277
S -2.294 2.443 -1.514
S -3.791 0.978 -1.238
S -2.811 -0.773 -0.839
S -1.963 -0.519 1.060
C 1.194 -0.136 -1.436
N 1.260 -0.794 -0.143
C 1.283 -0.052 0.999
N 1.099 -0.770 2.167
O 1.496 1.158 1.019
H 1.837 -0.650 -2.153
H 1.547 0.885 -1.316
H 0.165 -0.096 -1.801
H 0.755 -1.661 -0.067
H 0.431 -1.522 2.071
H 0.839 -0.143 2.913

[12]
10
Properties=species:S:1:pos:R:3 method="wB97M-V/def2-TZVPD" charge=0 e_above_lowest_kcal_mol=28.4
B -0.589 -0.287 -0.253
B 0.975 -0.333 0.307
C -1.994 -0.496 -0.173
C 1.365 1.046 0.143
H -2.793 -1.112 -0.581
H 1.792 1.740 0.909
H 1.165 -1.298 0.931
H 0.518 -0.732 -0.956
H -2.417 0.488 0.145
H 1.028 1.455 -0.771